{"formula": "C41H77FI2N4O4", "method": "wB97M-V/def2-TZVPD", "symbols": ["C", "C", "I", "C", "I", "C", "C", "C", "F", "C", "C", "C", "C", "N", "O", "C", "C", "C", "C", "H", "H", "H", "H", "H", "H", "H", "H", "H", "H", "H", "H", "H", "H", "H", "H", "H", "H", "H", "H", "H", "H", "H", "C", "C", "C", "C", "C", "C", "N", "O", "C", "C", "C", "H", "H", "H", "H", "H", "H", "H", "H", "H", "H", "H", "H", "H", "H", "H", "H", "H", "H", "C", "C", "C", "C", "C", "C", "N", "O", "C", "C", "C", "H", "H", "H", "H", "H", "H", "H", "H", "H", "H", "H", "H", "H", "H", "H", "H", "H", "H", "C", "C", "C", "C", "C", "C", "N", "O", "C", "C", "C", "H", "H", "H", "H", "H", "H", "H", "H", "H", "H", "H", "H", "H", "H", "H", "H", "H", "H"], "positions_angstrom": [[-6.347945, -6.261861, 4.679357], [-5.012884, -6.224450, 3.982776], [-3.992749, -8.017940, 4.321430], [-4.535454, -5.201799, 3.239566], [-2.679497, -5.483115, 2.284911], [-5.289710, -3.864656, 2.941591], [-4.288462, -2.909770, 2.228200], [-4.782899, -1.545567, 1.797021], [-3.205523, -2.712314, 3.105847], [-6.423421, -4.181844, 1.907356], [-7.812809, -3.465916, 1.999830], [-8.975690, -4.445235, 2.337998], [-8.139828, -2.874643, 0.624757], [-7.793866, -2.342903, 2.992802], [-7.776235, -1.163312, 2.507586], [-7.167713, -2.512120, 4.343582], [-7.024284, -1.122883, 4.975504], [-8.117802, -3.284477, 5.286302], [-5.734021, -3.134604, 4.244122], [-7.078188, -5.660351, 4.150433], [-6.257680, -5.887617, 5.705801], [-6.717055, -7.284716, 4.752765], [-3.895118, -3.435973, 1.347586], [-5.322049, -1.016117, 2.579196], [-5.399708, -1.608128, 0.903136], [-3.898515, -0.948178, 1.540682], [-6.015664, -3.982040, 0.908882], [-6.601799, -5.260446, 1.928930], [-8.634418, -5.450803, 2.586136], [-9.593808, -4.063266, 3.145101], [-9.636383, -4.540145, 1.468939], [-7.326708, -2.270726, 0.227821], [-8.306931, -3.711959, -0.063642], [-9.051223, -2.275892, 0.667277], [-6.740652, -1.263871, 6.025530], [-6.254909, -0.520494, 4.492468], [-7.974873, -0.588512, 4.946366], [-7.555910, -3.642063, 6.154716], [-8.606127, -4.138598, 4.838465], [-8.898660, -2.608066, 5.649210], [-5.024268, -2.317973, 4.397479], [-5.586463, -3.796471, 5.101182], [0.164998, -0.725716, 2.069387], [-0.876596, 0.035651, 1.238479], [-1.568843, -0.901053, 0.247478], [-0.652545, -1.351595, -0.889943], [-0.049542, -0.152673, -1.619812], [0.637156, 0.853936, -0.689949], [-0.272787, 1.165143, 0.458833], [-1.097941, 2.117519, 0.217218], [1.995845, 0.319525, -0.226685], [0.895049, 2.154019, -1.438374], [-1.883876, 0.631127, 2.213075], [-0.362459, -1.339124, 2.800397], [0.789920, -1.395738, 1.488392], [0.810914, -0.030859, 2.607360], [-2.433747, -0.383951, -0.182395], [-1.953480, -1.766149, 0.793566], [0.137562, -2.005665, -0.512191], [-1.226809, -1.950593, -1.599693], [0.690304, -0.484263, -2.353002], [-0.841758, 0.363815, -2.171104], [2.416683, 0.954818, 0.554866], [2.677484, 0.323978, -1.076911], [1.969601, -0.702223, 0.137897], [-0.006952, 2.554214, -1.894113], [1.622724, 1.959104, -2.228073], [1.305921, 2.910750, -0.769266], [-1.397018, 1.341986, 2.881799], [-2.305212, -0.178356, 2.809242], [-2.689605, 1.148133, 1.698581], [3.090488, 7.552137, -0.494351], [3.981114, 6.471294, -1.120534], [3.627026, 5.085989, -0.580157], [4.029397, 4.892547, 0.880282], [5.515832, 5.184785, 1.083721], [5.964581, 6.546273, 0.539633], [5.437367, 6.709605, -0.855322], [6.206240, 6.214331, -1.754668], [5.508129, 7.684366, 1.460421], [7.484894, 6.600238, 0.458898], [3.769304, 6.523699, -2.627755], [2.098141, 7.482388, -0.939643], [2.959603, 7.450120, 0.577710], [3.486852, 8.546606, -0.702144], [4.135385, 4.331613, -1.189396], [2.553690, 4.926373, -0.705171], [3.420000, 5.520783, 1.535141], [3.825021, 3.861869, 1.175950], [5.769138, 5.148422, 2.146125], [6.101523, 4.403501, 0.590040], [5.683644, 8.651307, 0.987523], [6.092304, 7.645493, 2.379895], [4.463121, 7.626788, 1.746074], [7.890874, 5.762579, -0.100586], [7.883102, 6.569220, 1.474193], [7.817303, 7.522408, -0.017681], [4.073691, 7.490864, -3.029052], [2.707156, 6.380789, -2.830524], [4.330732, 5.749148, -3.142155], [4.973777, -3.580805, -5.031824], [3.962273, -2.512567, -4.599851], [3.422918, -1.741003, -5.805715], [4.462969, -0.822042, -6.441477], [5.049863, 0.139404, -5.409746], [5.589238, -0.547574, -4.149862], [4.559443, -1.518769, -3.646864], [3.693546, -0.980192, -2.870238], [6.932496, -1.232642, -4.426312], [5.814105, 0.484879, -3.051650], [2.827242, -3.221620, -3.871950], [4.429419, -4.408388, -5.486732], [5.692085, -3.235437, -5.767779], [5.519268, -3.966811, -4.170221], [2.570232, -1.138450, -5.477298], [3.043121, -2.462810, -6.532886], [5.255211, -1.406045, -6.917281], [3.993240, -0.244394, -7.239220], [5.865651, 0.718052, -5.849199], [4.277557, 0.855059, -5.112095], [7.226290, -1.852826, -3.578736], [7.693765, -0.465083, -4.564451], [6.936845, -1.848194, -5.319881], [4.925744, 1.082781, -2.868016], [6.620689, 1.149209, -3.364290], [6.102043, 0.003584, -2.116845], [3.194385, -3.724365, -2.976611], [2.402753, -3.970493, -4.541810], [2.041131, -2.531879, -3.577623]], "forces_ev_per_angstrom": [[0.1, 0.2, 0.1], [0.1, 0.7, -0.4], [0.1, -0.1, 0.1], [-0.3, -0.5, 0.4], [0.3, -0.5, -0.1], [0.1, 0.1, -0.3], [-0.3, 0.0, -0.2], [0.4, 0.1, 0.1], [-0.2, 0.3, -0.1], [-0.1, -0.3, 0.1], [-0.1, 0.0, 0.0], [0.0, 0.1, -0.2], [0.0, -0.2, -0.1], [0.6, 0.0, -0.1], [-0.2, 0.1, 0.0], [-0.1, 0.1, 0.1], [0.0, -0.1, 0.1], [0.2, 0.0, 0.0], [-0.1, -0.3, 0.2], [-0.1, 0.1, 0.0], [0.0, 0.0, -0.1], [0.0, 0.1, -0.1], [-0.1, 0.2, 0.2], [-0.1, 0.0, 0.0], [-0.1, 0.0, 0.1], [-0.3, -0.2, 0.0], [0.0, 0.0, 0.1], [0.0, 0.1, 0.0], [0.0, 0.1, 0.1], [0.0, 0.0, 0.0], [0.2, 0.0, 0.1], [-0.1, 0.1, 0.1], [0.1, 0.1, 0.1], [0.1, 0.0, 0.0], [0.0, 0.0, -0.1], [-0.2, 0.0, 0.0], [0.1, 0.0, 0.0], [-0.1, 0.1, -0.1], [0.1, -0.2, -0.1], [0.1, -0.1, -0.1], [-0.1, -0.2, 0.0], [-0.1, 0.1, -0.1], [0.0, 0.1, 0.0], [0.2, 0.0, 0.3], [0.0, -0.1, -0.3], [0.0, 0.1, 0.0], [-0.1, -0.1, -0.1], [0.4, 0.0, 0.1], [-0.5, -0.1, -0.4], [0.2, 0.0, 0.2], [0.1, 0.0, 0.1], [0.0, 0.1, -0.2], [-0.1, 0.0, 0.0], [0.0, 0.0, 0.0], [0.0, 0.0, 0.0], [0.0, 0.0, 0.0], [0.0, 0.1, 0.0], [0.0, 0.0, 0.0], [0.0, 0.0, 0.0], [0.0, 0.0, 0.0], [0.0, 0.0, 0.0], [0.0, 0.0, 0.1], [0.0, 0.0, 0.0], [0.0, 0.0, 0.0], [0.0, 0.0, 0.0], [0.0, 0.0, 0.1], [0.0, 0.0, 0.0], [0.0, 0.0, 0.0], [0.0, 0.0, 0.0], [0.0, 0.0, 0.1], [0.0, 0.0, 0.0], [0.1, 0.0, 0.0], [-0.1, 0.3, 0.0], [0.0, -0.2, 0.1], [0.0, 0.1, 0.0], [-0.1, -0.1, 0.0], [0.0, 0.3, 0.1], [0.0, -0.6, 0.0], [0.0, 0.3, 0.0], [0.0, 0.0, -0.1], [0.1, 0.0, 0.1], [-0.1, -0.1, -0.1], [0.0, 0.0, 0.0], [0.0, 0.0, 0.0], [0.0, 0.0, 0.0], [0.0, 0.1, 0.0], [0.0, 0.0, 0.0], [0.0, 0.0, 0.0], [0.0, 0.0, 0.0], [0.0, 0.0, 0.0], [0.0, 0.0, -0.1], [0.0, 0.0, 0.0], [0.0, 0.0, 0.0], [0.0, 0.0, 0.0], [0.0, 0.0, 0.0], [0.0, 0.0, 0.0], [0.0, 0.0, 0.0], [0.0, 0.0, 0.0], [0.0, 0.0, 0.0], [0.0, 0.0, 0.0], [0.0, 0.0, 0.1], [0.1, -0.3, 0.1], [0.0, 0.1, -0.1], [0.0, 0.0, 0.1], [-0.1, 0.0, -0.1], [0.3, -0.1, 0.2], [-0.4, 0.5, -0.4], [0.1, -0.2, 0.1], [-0.1, -0.1, 0.0], [0.1, 0.1, 0.0], [-0.1, 0.0, 0.0], [0.0, 0.0, 0.0], [0.0, 0.0, 0.0], [0.0, 0.0, 0.0], [0.0, 0.0, 0.1], [0.0, 0.0, 0.0], [0.0, 0.0, 0.0], [0.0, 0.0, 0.0], [0.0, 0.0, 0.0], [0.0, 0.0, 0.1], [0.0, 0.0, 0.0], [0.0, 0.0, 0.0], [0.0, 0.0, 0.0], [0.0, 0.0, 0.0], [0.0, 0.0, 0.0], [0.0, 0.0, 0.0], [0.0, 0.0, 0.0], [0.0, 0.0, 0.0], [0.0, 0.0, 0.0]], "mulliken_charge": [-0.844, -0.062, 0.059, -1.019, 0.127, 4.409, -2.160, -0.267, -0.466, -2.451, 2.190, -1.870, -1.883, 0.741, -0.667, 1.602, -1.740, -1.606, -2.313, -0.194, 0.288, 0.628, 1.023, -0.268, 0.131, -0.392, 0.514, 0.587, 0.334, 0.372, 0.513, 0.307, 0.523, 0.432, 0.394, 0.295, 0.462, 0.354, 0.378, 0.320, 0.586, 0.584, -1.836, 1.917, -0.838, -0.656, -1.154, 2.207, 0.565, -0.662, -1.488, -2.168, -1.951, 0.457, 0.303, 0.357, 0.568, -0.141, 0.291, 0.473, -0.095, 0.454, 0.220, 0.291, 0.168, 0.468, 0.447, 0.542, 0.478, 0.397, 0.401, -1.880, 1.867, -1.028, -0.375, -1.307, 1.635, 0.568, -0.635, -1.710, -1.852, -1.883, 0.467, 0.283, 0.390, 0.279, 0.222, 0.364, 0.253, 0.393, 0.348, 0.363, 0.468, 0.279, 0.383, 0.424, 0.443, 0.470, 0.396, 0.388, -1.792, 1.814, -1.267, -0.469, -1.248, 1.871, 0.200, -0.344, -1.746, -1.922, -1.667, 0.466, 0.306, 0.359, 0.287, 0.412, 0.325, 0.391, 0.387, 0.336, 0.367, 0.465, 0.299, 0.253, 0.434, 0.457, 0.456, 0.433, 0.157], "s2": 6.0167, "homo_ev": [-7.79, -8.74], "homo_lumo_gap_ev": [7.9, 8.9], "energy_ha": -2823.38256, "multiplicity": 5, "total_charge": 0}